Computed, not measured: C32H29BrIN6OSn as an isolated structure, with ωB97M-V/def2-TZVPD.

The geometry in XYZ format:
```
71
Properties=species:S:1:pos:R:3:forces:R:3:mulliken_charge:R:1
N 1.948 1.543 -1.578 -0.1971 0.0554 -0.2302 0.3117
C -0.973 -1.811 1.547 -0.1420 -0.1249 -0.0219 0.9075
I 1.309 2.274 2.286 -0.0111 -0.1920 0.0810 0.2436
H -2.213 0.000 5.819 -0.0051 0.0095 0.0166 0.3898
C -0.681 -2.709 2.592 0.0266 0.0088 0.1634 -0.4589
C -1.506 -0.128 3.197 0.0544 -0.0185 -0.0378 0.0887
C 2.954 3.981 -2.440 0.0295 0.0506 -0.0230 -0.3880
Sn 1.137 -0.284 -0.388 0.2353 -0.1748 0.4370 0.6982
H 1.206 -0.127 -3.529 -0.0234 -0.0212 0.0249 0.7239
H 3.358 4.929 -2.771 0.0010 0.0010 -0.0077 0.4809
H 4.674 2.841 -3.036 0.0205 -0.0038 -0.0047 0.4957
C 0.794 -3.340 -3.533 -0.0270 -0.0300 -0.0267 0.0028
H 0.830 -4.382 -3.792 0.0232 0.0048 -0.0635 0.4706
C 1.698 3.912 -1.853 0.0153 -0.0602 -0.0244 -1.2438
C -1.358 -0.486 1.881 -0.0910 0.0494 -0.0607 -0.6577
N -1.036 0.588 -0.280 0.0860 -0.0414 -0.1598 0.3702
C -0.665 -3.693 -1.587 -0.0214 -0.0483 -0.1660 0.7254
C -2.384 -5.403 -0.079 0.0206 0.1700 0.1278 -1.3190
H 0.033 8.043 1.711 0.0074 0.0145 -0.0071 0.4207
C 0.776 4.280 2.079 0.1167 0.0870 -0.1710 0.0735
H -1.540 -7.497 -2.585 -0.0115 -0.0026 -0.0153 0.4160
C -1.113 -3.305 -0.252 -0.1661 -0.1579 0.0262 1.0058
C -1.063 -4.914 -2.074 0.0249 0.0263 0.0747 -0.9931
N 0.192 -2.910 -2.377 0.1950 0.1807 0.0531 0.1505
H -1.328 1.804 -1.963 -0.0677 -0.0654 -0.0112 0.6806
H -3.551 2.670 -0.641 -0.0152 0.0213 -0.0079 0.5113
H 1.821 -2.259 -5.133 0.0034 0.0018 -0.0175 0.5014
H 3.870 0.074 -3.461 0.0469 0.0606 -0.0013 0.3318
H -3.092 -6.038 0.435 0.0000 -0.0148 0.0068 0.4770
N 0.333 -1.544 -2.277 -0.0349 0.2426 -0.0577 -0.1378
C 1.719 5.118 1.490 -0.0428 0.0543 0.0429 -0.5184
H -1.265 -1.403 6.352 0.0017 -0.0056 0.0030 0.4184
C -2.021 -4.205 0.437 0.0016 -0.0436 -0.0307 -0.1511
C -0.429 4.798 2.528 -0.1395 0.0419 0.0182 0.4435
H -0.459 0.094 5.872 0.0008 0.0160 0.0233 0.3313
C 0.246 6.988 1.802 0.0155 0.0119 -0.0090 -0.6344
H -0.512 -3.008 4.697 0.0002 -0.0115 0.0169 0.4817
C -0.692 6.156 2.389 -0.0094 -0.0231 0.0038 -0.4269
C -2.825 1.241 0.864 -0.0810 -0.1128 -0.0051 -0.1969
H 0.287 2.605 -0.932 0.2173 0.0741 0.0269 0.9300
H 2.194 7.121 0.908 0.0167 0.0162 0.0112 0.4356
H 4.049 -1.425 -1.548 -0.0248 0.0669 0.0123 0.2716
H -0.283 -3.683 2.336 0.0161 -0.0091 0.0340 0.6503
H 5.002 0.534 -2.179 -0.0210 0.0274 -0.0007 0.5502
C 3.690 2.820 -2.586 -0.0574 -0.0463 -0.0193 -0.9467
C -1.891 -5.788 -1.345 0.0286 -0.1188 -0.1519 0.2513
H -1.627 6.557 2.752 -0.0079 -0.0096 0.0064 0.4301
C -2.319 -7.070 -1.956 0.0445 0.0779 0.0493 -1.5927
C 1.452 6.471 1.352 -0.0082 -0.0500 -0.0036 -0.6645
O 3.428 -0.686 -1.587 -0.0996 -0.0787 0.0750 -0.3917
C 3.950 0.354 -2.405 -0.0450 -0.0850 0.0286 -0.6523
H -0.776 -5.231 -3.064 -0.0148 -0.0184 -0.0083 0.4364
H -1.824 0.877 3.440 -0.0028 0.0489 0.0092 0.2903
N -1.755 0.417 0.858 0.2480 0.2503 0.0033 0.4817
H -3.183 -6.870 -2.602 -0.0184 -0.0193 -0.0097 0.3598
H 2.670 4.715 1.169 0.0153 -0.0052 0.0018 0.5188
H -2.482 -3.838 1.343 -0.0078 -0.0273 -0.0022 0.5992
H -2.632 -7.789 -1.203 -0.0095 -0.0140 -0.0077 0.4286
H 1.086 4.791 -1.711 -0.0037 0.0146 0.0155 0.5586
Br -1.769 3.750 3.361 0.0716 -0.0267 -0.0189 -0.0823
C -0.784 -2.319 3.909 0.0142 -0.0616 -0.1508 -1.0647
C 3.162 1.611 -2.161 -0.0250 0.0472 -0.0046 0.6019
N -0.806 -2.138 0.234 0.0966 0.0621 -0.0074 -0.0009
C -1.299 -0.571 5.653 0.0019 -0.0376 -0.0826 -1.5216
C -1.209 -1.030 4.234 -0.0347 0.1012 0.1108 0.4311
C 1.241 2.685 -1.433 0.1425 0.1336 0.1207 -0.4457
C 1.296 -2.262 -4.194 -0.0183 -0.0871 0.0321 -1.3810
C 0.978 -1.171 -3.370 -0.0649 -0.1010 -0.1149 -0.1797
H -3.524 1.223 1.683 -0.0298 0.0451 0.0031 0.6036
C -2.824 1.950 -0.313 0.0327 -0.0805 0.0235 -1.3203
C -1.689 1.503 -0.993 -0.2923 -0.0454 0.0597 -0.6117
```
Positions in Å, forces in eV/Å.

Calculated values
- Total charge: +3
- Max |F|: 0.5 eV/A
- Energy: -4725.65690 hartree
- HOMO-LUMO gap: 0.163 hartree

Computed, not measured: a 2-piece molecular cluster, C3H6P2 overall in a non-equilibrium geometry, with ωB97M-V/def2-TZVPD.

The geometry in XYZ format:
```
11
Properties=species:S:1:pos:R:3:forces:R:3:mulliken_charge:R:1
H -0.663 0.034 -2.074 -0.9479 0.4207 1.3319 0.2349
H 2.123 -1.294 1.434 -0.2372 0.6327 -1.5510 0.1943
H 1.628 -0.373 -0.153 -0.2191 0.3202 -0.5136 0.2936
C 1.977 -0.335 0.849 0.8355 -1.6193 3.4188 -0.4234
H -1.939 -1.036 -1.910 -0.5013 -0.9592 0.6764 0.2861
H -2.343 0.550 -2.414 1.0543 -0.7060 1.8570 0.2382
C -1.940 0.375 -0.288 -0.1163 0.8717 2.3975 0.3265
C -1.705 -0.037 -1.600 0.4257 0.7482 -5.5263 -0.7357
P -2.168 0.916 1.141 0.1005 -0.3796 -0.7422 -0.3447
P 2.273 0.912 1.910 -0.1244 1.2112 -0.8841 -0.0772
H 2.758 0.288 3.106 -0.2697 -0.5406 -0.4643 0.0073
```
Positions in Å, forces in eV/Å.

Calculated values
- Total charge: 0
- Max |F|: 5.6 eV/A
- SMILES: CC#P.C=P
- Energy: -800.47051 hartree
- HOMO-LUMO gap: 0.352 hartree
- Energy relative to the best compared isomer or geometry (same formula, charge and spin): 58.2 kcal per mole

Computed, not measured: a 10-piece molecular cluster, C16H56B3F3NO8S overall in a non-equilibrium geometry, with ωB97M-V/def2-TZVPD.

The geometry in XYZ format:
```
88
Properties=species:S:1:pos:R:3:forces:R:3:mulliken_charge:R:1
C -0.604 1.555 3.450 -1.1376 1.5265 2.2331 0.7000
O 4.183 -2.982 3.925 2.1310 -0.5450 -0.2454 -0.5534
H 0.694 0.614 4.927 -0.0731 0.0589 0.0786 0.2617
H -1.355 -2.855 -1.348 -1.6540 2.2869 2.4481 -1.3938
O -2.165 -0.410 -0.623 1.7713 4.4722 0.5374 -0.9328
C 0.430 0.050 -5.974 0.2109 0.3607 -0.6468 -1.4883
O 0.547 -0.862 -3.683 0.7636 -0.2630 -1.7060 -0.3638
H -1.203 5.746 0.825 0.0521 0.2296 -0.5536 0.4617
C -0.251 -0.686 -4.857 0.7852 -1.3322 2.4274 0.8100
H 4.665 -2.908 4.752 -0.2612 0.0095 -0.0225 0.3099
H -1.230 2.423 3.243 0.2915 1.0874 0.8456 -0.0467
C 1.762 2.183 -2.139 0.5648 -0.9696 -0.7936 0.7470
H -1.969 -0.783 -3.573 0.2166 -0.3029 -0.0729 0.2361
H -0.404 0.484 -6.525 0.3226 0.5297 -0.5279 0.3465
H -1.550 -4.326 -2.317 -3.2335 -3.5220 -1.2541 -0.3786
H 1.756 -4.259 3.480 0.1746 0.2498 -0.0958 0.2430
H 0.431 -0.081 -3.137 0.0829 -0.0703 0.2352 -0.2478
C 1.903 -3.527 4.274 -0.9052 0.6068 -0.1687 -1.2768
H -2.264 0.004 -5.120 -0.3474 -0.0709 -0.3190 0.4233
H 2.875 0.470 -2.576 -0.4991 -0.6188 -0.6874 0.1473
H 3.329 -0.704 2.732 0.4409 -0.0479 0.2749 0.4307
F -4.475 0.128 1.388 0.5929 0.5631 2.4317 -0.2449
H -0.470 -1.699 -5.196 0.0092 -0.2383 -0.0604 0.3906
C -2.144 2.582 -0.436 -0.6078 0.8068 0.6263 -0.4716
H -0.857 -3.945 1.928 -2.0521 -3.6931 1.7817 -0.3121
C 2.455 2.241 -0.748 -1.2803 0.1897 0.4737 -0.9182
H 1.734 2.628 -0.029 -0.4119 -0.1256 0.2340 -0.1409
H -0.298 1.983 5.612 -0.3899 -0.5136 0.0262 0.4187
F -5.897 -0.927 0.268 -1.1064 0.2812 -0.6614 -0.2447
N 0.238 -0.484 0.382 -0.1814 0.9902 0.7662 2.9832
H -1.441 0.844 -3.863 0.4315 0.2715 0.0377 0.1160
O -0.829 4.130 -1.574 -0.4943 0.3046 -0.3782 -0.4115
H -1.272 2.010 -0.118 -0.0280 -0.0270 -0.3364 -0.5358
H -2.808 4.527 -0.848 0.1331 0.5868 -0.2814 0.2943
C 0.244 1.591 4.751 0.0014 1.3170 -0.9887 -1.5091
F -5.014 1.010 -0.419 -1.3137 0.8136 -0.9393 -0.2485
H -0.335 4.233 1.053 -0.0600 -0.2736 -0.2994 0.1886
H 2.815 -2.185 1.928 -0.5656 0.3718 -0.2624 0.3439
H 1.507 3.171 -2.523 0.1298 0.3088 0.1996 0.2751
H -2.639 2.224 -1.339 0.4590 -0.3256 0.0146 0.3271
H 0.980 -2.953 4.355 -0.5558 -0.5633 0.0546 0.1782
O -3.730 -1.447 -2.064 -1.4232 1.8132 0.9696 -0.7808
H 1.811 -2.912 -0.852 -1.7720 -3.2270 0.5208 -0.3829
B 2.315 -1.965 -0.969 0.3440 -0.2656 -0.0188 1.8265
C -1.525 -0.137 -4.331 -1.6023 0.8073 -0.3438 -1.1345
H -2.032 4.409 1.504 0.0678 -0.0990 0.3612 0.3401
C -4.820 -0.163 0.166 2.9748 -1.8861 -1.2329 0.4724
H -2.389 0.705 4.457 0.2657 0.6247 -0.0253 0.4082
H 1.193 0.768 -5.673 -0.5701 0.4990 0.3705 0.1590
H 2.611 -1.570 -0.010 1.1699 1.7533 4.1229 -0.7728
H 1.011 2.354 4.621 0.5970 -0.0600 -0.0213 0.4998
H 0.518 -2.928 2.030 3.8531 0.7433 2.0041 -0.9591
H -0.260 -3.177 0.453 0.6058 -0.3684 -3.4389 -0.4702
H -0.582 5.037 -1.768 -0.0544 0.1252 0.0948 0.2314
H 2.783 1.271 -0.376 -0.1241 -0.2711 -0.3417 0.1717
B -0.893 -3.506 -2.074 0.0681 0.0831 -0.1877 2.5455
H 2.865 -1.809 4.913 0.0376 0.4069 0.3950 0.2729
H 1.041 1.843 2.620 0.3437 -0.1265 -0.4580 0.0770
O 0.201 1.492 2.313 0.6469 -0.5254 0.0790 -0.2833
H -1.196 -0.434 3.852 0.0395 -0.2787 0.1877 0.1415
H 3.678 1.826 -3.193 0.2929 0.7056 0.4952 0.4437
H -0.606 -2.925 -2.937 1.0883 2.0966 -3.7837 -0.7968
B -0.421 -3.050 1.512 0.1934 -0.2858 0.1753 1.7586
O 0.571 1.374 -2.235 0.5417 0.7543 0.9039 0.1089
H -1.065 -2.199 1.668 -2.7826 3.4071 0.9950 -0.7345
H 0.216 -1.271 1.015 -0.1454 -1.0902 0.6579 -0.3598
H -2.875 2.473 0.366 -0.1143 -0.2220 0.0747 0.5096
H -0.689 -0.468 -0.018 -0.5643 -0.4055 -0.6415 -0.1997
H -0.185 1.723 -1.758 0.0294 0.3137 0.1604 -0.3343
H 2.107 -4.020 5.224 0.1594 -0.0848 0.1607 0.4219
C -1.289 4.662 0.748 -1.1044 -0.2497 0.1335 -1.3347
H 1.675 -1.258 -1.473 -2.2392 2.6630 -2.2480 -1.5823
C 2.675 1.411 -3.089 1.3245 0.5946 0.1529 -1.1039
H 1.649 -1.149 2.883 -0.1395 -0.3114 -0.5002 -0.2573
H 3.250 -2.104 -1.489 3.9259 -0.4477 -2.6028 -0.3171
H 2.386 1.372 -4.139 -0.7271 -0.5335 0.4161 0.0089
C -1.857 4.074 -0.570 1.7291 -0.7924 0.6825 0.4699
S -3.356 -1.146 -0.674 -1.1987 -6.7313 -2.3391 0.7732
C 2.656 -1.558 2.805 -0.0578 -0.4106 0.3017 -0.7418
C 2.902 -2.430 4.018 -0.2354 0.4006 0.4315 0.4875
H 0.961 -0.713 -0.286 0.8531 -0.1890 -1.0662 -0.1157
H -0.021 -3.950 -1.619 3.5121 -1.7174 1.6054 -0.4993
O -3.198 -2.382 0.064 -2.0584 1.3487 1.1268 -0.5995
H 3.280 2.938 -0.598 0.2722 0.1097 -0.8719 0.4607
H -2.158 0.349 2.724 -0.4472 0.0586 -0.0057 0.0292
H 1.020 -0.574 -6.646 -0.2732 -0.5479 -0.0773 0.3295
C -1.653 0.539 3.671 -0.1014 -2.7672 -1.6559 -1.0593
H 0.353 0.369 0.909 0.3926 -0.1350 -0.1437 -0.0419
```
Positions in Å, forces in eV/Å.

Calculated values
- Total charge: -3
- Max |F|: 7.2 eV/A
- Energy: -2071.64203 hartree
- HOMO-LUMO gap: 0.108 hartree
- Energy relative to the best compared isomer or geometry (same formula, charge and spin): 5.8 kcal per mole